[1]
Entry from the Open Molecules 2025 dataset: a structure of composition C5H17N2O in a non-equilibrium geometry (wB97M-V/def2-TZVPD).

The geometry in XYZ format:
```
25
C5H17N2O wB97M-V/def2-TZVPD
C -0.620 -1.265 0.070
C 0.741 -1.787 -0.367
C 1.742 -0.628 -0.256
C 1.523 0.526 0.718
N 0.739 1.609 0.111
C 0.343 2.685 1.046
N -0.918 0.003 -0.644
H -0.697 -0.945 1.115
H -1.453 -1.955 -0.141
H 1.048 -2.514 0.388
H 0.807 -2.350 -1.294
H 1.819 -0.108 -1.240
H 2.786 -0.936 -0.350
H 2.552 0.801 0.972
H 1.035 0.220 1.660
H 1.171 1.961 -0.734
H -0.742 2.559 1.131
H 0.608 3.672 0.664
H 0.785 2.525 2.031
H -1.906 0.226 -0.606
H -0.643 0.096 -1.627
H -0.226 0.866 -0.361
H -3.795 -2.256 -1.332
H -3.528 -1.368 -0.040
O -3.173 -1.635 -0.914
```

## Properties
net charge = +1
LUMO level = -2.70 eV

Here are the natural (NBO) charges for atoms 1 to 2, given in e: -0.238, -0.433


[2]
Entry from the Open Molecules 2025 dataset: a structure of composition C29H20BaN6O10 (wB97M-V/def2-TZVPD).

The geometry in XYZ format:
```
66
C29H20BaN6O10 wB97M-V/def2-TZVPD
Ba 2.272 -1.419 -1.480
O 3.164 1.504 5.250
C 4.029 0.924 4.562
O 5.269 0.913 4.675
C 3.464 0.056 3.407
C 2.095 -0.188 3.306
C 1.628 -0.982 2.284
N 2.421 -1.539 1.354
C 3.732 -1.289 1.437
C 4.287 -0.514 2.453
C 4.644 -1.941 0.402
O 5.247 -2.954 0.763
O 4.684 -1.386 -0.748
H 1.431 0.263 4.031
H 0.569 -1.204 2.192
H 5.355 -0.361 2.519
C 2.576 -5.225 0.921
C 2.101 -5.348 -0.483
N 1.954 -4.338 -1.317
C 1.551 -4.858 -2.518
C 1.431 -6.223 -2.402
N 1.788 -6.503 -1.107
C 1.014 -7.348 -3.269
O 0.638 -7.044 -4.481
O 1.055 -8.486 -2.834
C 1.382 -4.010 -3.753
O 0.854 -4.575 -4.747
O 1.781 -2.829 -3.709
H 3.554 -4.737 0.935
H 2.646 -6.200 1.403
H 1.900 -4.589 1.491
H 1.809 -7.442 -0.743
H 0.687 -6.001 -4.610
C -3.735 5.870 4.624
O -4.030 4.659 3.966
C -3.986 4.667 2.597
C -4.097 3.425 1.975
C -4.055 3.328 0.601
C -3.907 4.472 -0.190
C -3.841 5.706 0.434
C -3.859 5.810 1.824
N -3.997 4.395 -1.609
N -3.240 3.662 -2.286
C -2.117 2.990 -1.783
C -1.258 3.456 -0.784
C -0.081 2.816 -0.454
C 0.335 1.619 -1.084
O 1.413 1.028 -0.806
C -0.569 1.100 -2.113
N -0.224 -0.074 -2.691
C -0.959 -0.563 -3.662
C -2.114 0.088 -4.130
C -2.504 1.257 -3.535
C -1.735 1.804 -2.486
H -3.723 5.645 5.688
H -4.495 6.633 4.429
H -2.756 6.257 4.328
H -4.198 2.544 2.596
H -4.117 2.359 0.122
H -3.756 6.595 -0.178
H -3.780 6.786 2.282
H -1.495 4.380 -0.274
H 0.572 3.227 0.306
H -0.627 -1.500 -4.098
H -2.682 -0.345 -4.943
H -3.396 1.781 -3.851
```

## Properties
net charge = -2
LUMO level = 3.62 eV

Here are the natural (NBO) charges for atoms 1 to 2, given in e: 1.875, -0.765


[3]
Entry from the Open Molecules 2025 dataset: a cluster of 5 separate species, C2H13O4S in total in a non-equilibrium geometry (wB97M-V/def2-TZVPD).

The geometry in XYZ format:
```
20
C2H13O4S wB97M-V/def2-TZVPD
C -2.975 -0.662 0.884
C -2.470 -1.022 -0.573
S -2.023 0.374 -1.533
H -2.120 -0.253 1.472
H -3.883 0.073 0.945
H -3.043 -1.703 1.494
H -1.628 -1.613 -0.415
H -3.273 -1.624 -0.994
H -0.857 -0.673 -2.826
H 0.466 -1.444 -3.362
O -0.406 -1.634 -3.111
H 4.407 2.318 1.238
H 4.787 3.679 0.791
O 4.944 3.041 1.565
H -0.327 -0.673 -0.102
H 0.052 0.784 0.003
O 0.375 -0.130 0.290
H 2.212 0.882 1.039
H 2.804 -0.312 1.696
O 2.959 0.592 1.500
```

## Properties
net charge = -1
LUMO level = 3.11 eV

Here are the natural (NBO) charges for atoms 1 to 2, given in e: -0.620, -0.542


[4]
Entry from the Open Molecules 2025 dataset: a structure of composition C17H24N5O3PdS (wB97M-V/def2-TZVPD).

The geometry in XYZ format:
```
51
C17H24N5O3PdS wB97M-V/def2-TZVPD
Pd 0.206 -0.666 -0.246
C 4.397 -0.661 1.574
C 2.901 -0.504 1.502
N 2.078 -1.487 1.575
O 2.740 -2.743 1.616
C 2.365 0.835 1.325
C 3.082 2.020 1.903
N 1.280 0.998 0.601
O 0.848 2.195 0.426
H 4.705 -1.644 1.226
H 4.739 -0.546 2.606
H 4.881 0.112 0.980
H 2.001 -3.337 1.450
H 3.615 1.759 2.819
H 2.345 2.795 2.111
H 3.809 2.459 1.209
N 0.165 0.388 -6.060
C 0.118 -0.169 -5.052
C 0.051 -0.882 -3.823
C 1.159 -1.000 -3.013
C 1.074 -1.743 -1.806
N -0.104 -2.347 -1.405
C -1.188 -2.133 -2.201
C -1.175 -1.466 -3.394
H 2.106 -0.556 -3.288
H 1.990 -2.138 -1.377
H -2.107 -2.589 -1.840
H -2.068 -1.393 -3.999
C -1.303 1.886 -2.428
C -2.583 1.391 -1.775
O -2.447 1.078 -0.407
C -2.258 2.216 0.420
C -2.048 1.770 1.846
H -1.403 1.866 -3.516
H -0.480 1.235 -2.132
H -1.047 2.902 -2.128
H -2.883 0.453 -2.246
H -3.405 2.111 -1.913
H -3.150 2.860 0.342
H -1.378 2.776 0.099
H -2.875 1.150 2.198
H -1.967 2.644 2.498
H -1.118 1.212 1.922
S -3.522 -1.713 3.020
C -2.033 -1.624 3.869
C -1.006 -1.559 2.981
N -1.370 -1.641 1.667
C -2.653 -1.737 1.537
H -1.983 -1.591 4.945
H 0.046 -1.466 3.210
H -3.145 -1.777 0.575
```

## Properties
net charge = -1
LUMO level = 2.39 eV

Here are the natural (NBO) charges for atoms 1 to 2, given in e: 0.462, -0.680


[5]
Entry from the Open Molecules 2025 dataset: a structure of composition C58H40BaCl9IN6O3 in a non-equilibrium geometry (wB97M-V/def2-TZVPD).

The geometry in XYZ format:
```
118
C58H40BaCl9IN6O3 wB97M-V/def2-TZVPD
Ba 0.676 -0.388 -0.651
C -0.620 -7.562 2.948
C 0.110 -7.660 1.776
C 0.392 -6.525 1.036
C -0.044 -5.274 1.460
C -0.772 -5.184 2.641
C -1.056 -6.320 3.378
C 0.273 -4.056 0.674
C 1.410 -3.341 1.046
C 2.272 -3.699 2.148
C 3.376 -2.925 2.042
C 3.200 -2.116 0.854
C 4.190 -1.294 0.288
C 5.516 -1.319 0.925
C 6.156 -2.538 1.145
C 7.393 -2.588 1.758
C 8.015 -1.414 2.152
C 7.396 -0.196 1.922
C 6.156 -0.143 1.310
C 4.049 -0.555 -0.893
N 2.910 -0.414 -1.600
C 3.202 0.276 -2.718
C 2.301 0.613 -3.732
C 2.832 1.416 -4.853
C 2.407 2.729 -5.017
C 2.876 3.500 -6.064
C 3.779 2.969 -6.971
C 4.212 1.662 -6.813
C 3.748 0.893 -5.762
C 0.954 0.237 -3.830
C 0.088 0.579 -4.938
C -1.093 -0.042 -4.712
C -0.925 -0.804 -3.498
N 0.306 -0.585 -2.989
C -1.784 -1.835 -3.114
C -1.460 -2.814 -2.153
C -2.027 -4.137 -2.080
C -1.444 -4.750 -1.014
C -0.530 -3.798 -0.445
N -0.558 -2.652 -1.163
C -3.111 -1.902 -3.760
C -3.991 -0.848 -3.503
C -5.286 -0.867 -3.980
C -5.730 -1.934 -4.746
C -4.855 -2.964 -5.046
C -3.559 -2.952 -4.558
C 4.610 0.613 -2.722
C 5.138 0.087 -1.593
N 1.981 -2.345 0.326
H -0.840 -8.451 3.527
H 0.465 -8.622 1.432
H 0.972 -6.605 0.128
H -1.100 -4.215 2.990
H -1.623 -6.237 4.294
H 2.051 -4.433 2.902
H 4.220 -2.904 2.707
H 5.667 -3.443 0.813
H 7.874 -3.543 1.929
H 8.988 -1.447 2.624
H 7.887 0.714 2.239
H 5.658 0.796 1.122
H 1.701 3.128 -4.307
H 2.532 4.520 -6.174
H 4.140 3.564 -7.802
H 4.914 1.237 -7.519
H 4.092 -0.126 -5.646
H 0.348 1.183 -5.789
H -1.980 -0.035 -5.326
H -2.711 -4.589 -2.778
H -1.603 -5.762 -0.686
H -3.620 -0.027 -2.913
H -5.956 -0.046 -3.759
H -6.748 -1.958 -5.114
H -5.186 -3.780 -5.676
H -2.882 -3.754 -4.818
H 5.130 1.161 -3.486
H 6.164 0.100 -1.270
Cl 2.622 0.718 1.663
C 2.018 2.273 2.206
Cl 0.360 2.513 1.686
H 2.632 3.040 1.739
H 2.041 2.300 3.294
Cl -2.111 -0.012 2.138
C -1.138 -0.103 3.577
C 0.214 -0.393 3.397
C 0.919 -0.425 4.600
Cl 2.625 -0.769 4.542
C 0.365 -0.207 5.857
Cl 1.321 -0.246 7.312
C -0.995 0.058 5.960
Cl -1.729 0.319 7.503
C -1.759 0.117 4.800
Cl -3.454 0.475 4.925
Cl -3.711 -1.930 0.067
C -4.685 -3.258 -0.593
Cl -5.139 -4.420 0.653
H -4.072 -3.794 -1.323
H -5.598 -2.856 -1.026
N -4.544 1.296 0.088
C -3.513 1.512 -0.756
O -2.674 0.673 -0.995
C -3.472 2.800 -1.545
I -4.447 4.493 -0.668
H -4.495 0.466 0.662
H -5.156 2.034 0.392
H -3.952 2.643 -2.511
H -2.425 3.058 -1.725
O 3.374 2.736 -0.422
C 2.413 3.153 -1.047
C 2.371 4.588 -1.628
C 0.938 4.721 -2.096
C 0.414 3.269 -1.976
O -0.676 2.936 -2.421
N 1.279 2.491 -1.323
H 3.083 4.638 -2.455
H 2.662 5.316 -0.869
H 0.829 5.094 -3.117
H 0.336 5.356 -1.439
```

## Properties
net charge = -2
LUMO level = 3.27 eV

Here are the Mulliken charges for atoms 1 to 2, given in e: 1.800, -0.349


[6]
Entry from the Open Molecules 2025 dataset: a structure of composition C2H44O22Sr in a non-equilibrium geometry (wB97M-V/def2-TZVPD).

The geometry in XYZ format:
```
69
C2H44O22Sr wB97M-V/def2-TZVPD
Sr -9.850 -7.254 -13.033
O -10.484 -6.631 -15.359
C -9.851 -7.762 -15.971
C -8.366 -7.590 -15.854
O -8.019 -7.762 -14.528
H -10.202 -7.849 -17.021
H -10.162 -8.721 -15.537
H -8.032 -6.644 -16.340
H -7.952 -8.285 -16.516
O -9.276 -9.179 -18.916
H -9.532 -9.728 -18.139
H -8.844 -8.444 -18.533
O -13.012 -7.654 -15.819
H -12.082 -7.346 -15.662
H -12.958 -8.006 -16.709
O -5.601 -6.447 -14.007
H -5.096 -7.231 -14.258
H -6.341 -6.706 -14.528
O -5.915 -8.728 -17.917
H -5.325 -8.352 -17.289
H -6.250 -9.439 -17.449
O -11.603 -9.378 -13.895
H -12.424 -9.692 -13.501
H -11.669 -9.384 -14.875
O -11.525 -4.155 -14.255
H -11.724 -3.253 -14.422
H -11.210 -4.490 -15.086
O -9.559 -4.598 -16.652
H -9.819 -5.373 -16.252
H -8.692 -4.391 -16.452
O -5.913 -8.471 -12.269
H -5.181 -8.109 -11.801
H -6.075 -7.911 -13.035
O -8.522 -6.314 -18.626
H -8.437 -6.325 -17.651
H -9.432 -6.094 -18.807
O -11.109 -6.105 -19.309
H -11.184 -5.415 -19.953
H -11.445 -5.708 -18.456
O -4.828 -8.969 -15.199
H -5.658 -9.466 -14.900
H -4.279 -9.672 -15.514
O -6.328 -4.687 -16.481
H -5.682 -4.730 -15.778
H -5.979 -5.031 -17.278
O -6.990 -10.183 -14.555
H -7.100 -10.471 -15.465
H -7.453 -9.315 -14.689
O -12.649 -6.269 -12.979
H -12.260 -5.468 -13.350
H -13.344 -6.515 -13.591
O -12.147 -11.114 -16.057
H -12.466 -11.610 -16.794
H -11.226 -11.021 -16.171
O -12.464 -8.598 -18.493
H -11.719 -8.041 -18.514
H -12.162 -9.471 -18.558
O -9.139 -10.955 -16.697
H -9.344 -10.991 -15.766
H -9.179 -11.877 -16.954
O -9.547 -11.946 -14.206
H -9.641 -11.082 -13.777
H -10.005 -12.640 -13.671
O -12.777 -5.243 -17.223
H -12.703 -6.076 -16.780
H -13.169 -5.392 -18.092
O -8.361 -5.033 -13.989
H -7.579 -4.699 -13.511
H -8.011 -5.841 -14.394
```

## Properties
LUMO level = -0.98 eV

Here are the Mulliken charges for atoms 1 to 2, given in e: 1.490, -0.337


[7]
Entry from the Open Molecules 2025 dataset: a structure of composition C5H14N2O2 in a non-equilibrium geometry (wB97M-V/def2-TZVPD).

The geometry in XYZ format:
```
23
C5H14N2O2 wB97M-V/def2-TZVPD
C -0.438 0.287 0.469
C -0.071 -0.569 -0.676
C -1.233 1.553 0.275
C -1.832 -0.970 -1.127
C 2.233 -0.009 1.376
N 1.356 0.883 0.642
N 0.539 -0.079 -1.864
O -0.794 -0.360 1.625
O 0.476 -1.774 -0.281
H -0.403 -1.251 1.578
H 1.069 -2.015 -1.011
H 1.176 1.689 1.243
H -0.122 0.443 -2.429
H 1.287 0.552 -1.562
H -1.042 2.229 1.113
H -0.978 2.046 -0.663
H -2.306 1.349 0.298
H -2.401 -1.341 -0.276
H -2.338 -0.145 -1.630
H -1.673 -1.780 -1.839
H 2.633 -0.791 0.724
H 1.754 -0.480 2.250
H 3.108 0.533 1.765
```

## Properties
LUMO level = 0.85 eV

Here are the natural (NBO) charges for atoms 1 to 2, given in e: 0.461, 0.418


[8]
Entry from the Open Molecules 2025 dataset: a structure of composition C14H33N10O3S2V in a non-equilibrium geometry (wB97M-V/def2-TZVPD).

The geometry in XYZ format:
```
63
C14H33N10O3S2V wB97M-V/def2-TZVPD
V -0.283 0.927 0.481
N 0.893 2.909 0.138
C 0.361 3.841 -0.886
C -1.159 3.746 -0.871
C -1.520 2.279 -1.150
O -1.239 1.852 -2.287
O -2.122 1.621 -0.247
H 0.751 3.324 1.053
H 1.891 2.777 0.025
H 0.722 3.532 -1.864
H 0.689 4.868 -0.702
H -1.584 4.369 -1.657
H -1.559 4.063 0.094
C -4.843 -2.757 -2.375
C -4.108 -2.666 -1.094
N -4.342 -3.334 -0.015
N -3.398 -2.903 0.856
C -2.579 -1.962 0.354
S -1.301 -1.269 1.217
N -3.038 -1.811 -0.912
N -2.507 -1.060 -1.939
H -5.485 -3.633 -2.357
H -4.130 -2.826 -3.196
H -5.457 -1.869 -2.534
H -3.345 -3.276 1.787
H -1.625 -0.658 -1.648
H -3.131 -0.294 -2.158
C 2.773 -1.987 2.492
N 2.319 -0.842 3.268
C 2.788 -0.737 4.641
C 1.460 0.049 2.712
N 1.286 0.201 1.441
N 0.759 0.835 3.623
C -0.365 1.606 3.363
N -0.861 2.239 4.466
N -0.849 1.739 2.180
H 2.895 -2.835 3.163
H 3.729 -1.796 1.996
H 2.023 -2.254 1.747
H 3.754 -1.230 4.711
H 2.112 -1.220 5.355
H 2.937 0.305 4.925
H 1.884 -0.401 0.887
H 0.876 0.573 4.587
H -0.549 1.987 5.388
H -1.775 2.654 4.409
H -1.701 2.290 2.136
C 0.734 -1.478 -4.023
C 0.640 0.031 -3.897
S 1.149 0.712 -2.293
O 0.466 -0.118 -1.220
C 2.893 0.057 -2.243
C 3.040 -1.350 -1.674
H 0.194 -1.790 -4.916
H 0.274 -1.963 -3.162
H 1.763 -1.820 -4.121
H -0.385 0.380 -3.992
H 1.258 0.554 -4.630
H 3.407 0.783 -1.611
H 3.298 0.152 -3.251
H 2.173 -1.597 -1.059
H 3.936 -1.420 -1.056
H 3.113 -2.104 -2.453
```

## Properties
net charge = +1
multiplicity = 4
LUMO level (spin up / spin down) = -2.20 / -2.22 eV
<S²> = 3.76

Here are the natural (NBO) charges for atoms 1 to 2, given in e: 0.934, -0.828


Going through the records in order, we get DFT total energy values of -10481.4074 -60514.8229 -21310.7676 -45923.6022 -197380.0457 -48671.3128 -12485.0932 -83453.0630 eV.